Here is a molecular structure, C57H74BN7S2Si3SnTe2 from the OMol25 dataset. Energies are from ωB97M-V with the def2-TZVPD basis set.

The value obtained for the energy relative to the best compared isomer or geometry (same formula, charge and spin) is 60.7 kJ/mol. The orbital gap is 6.772 eV. The LUMO energy comes out at 0.31 eV.

Structure (XYZ):
```
147
Properties=species:S:1:pos:R:3:forces:R:3
Sn 0.226 -0.187 0.661 0.23 -0.38 0.32
C 2.005 5.034 3.076 0.03 -0.13 -0.03
C 1.495 4.347 1.849 -0.22 -0.14 0.07
C 0.954 4.919 0.725 0.02 0.02 -0.17
C 0.620 3.833 -0.115 -0.17 0.28 -0.16
N 0.905 2.683 0.476 0.13 0.09 0.07
N 1.443 2.999 1.676 0.22 0.08 0.26
B 2.151 1.962 2.573 -0.05 -0.03 -0.23
N 1.178 1.126 3.456 -0.06 -0.02 0.00
N 0.146 0.356 2.994 0.17 0.13 0.07
C -0.476 -0.142 4.075 -0.10 -0.05 0.09
C 0.173 0.302 5.232 -0.05 -0.13 0.02
C 1.212 1.096 4.803 0.01 0.04 -0.04
C 2.212 1.813 5.653 -0.04 -0.02 -0.08
C -1.708 -0.968 4.129 0.06 0.12 0.02
C -2.834 -0.664 3.372 0.04 0.08 -0.02
C -4.023 -1.356 3.560 -0.04 -0.01 0.11
C -4.100 -2.370 4.505 0.02 0.05 0.00
C -2.980 -2.686 5.264 0.07 0.05 -0.02
C -1.796 -1.985 5.081 -0.08 0.04 0.08
N 3.086 1.056 1.736 -0.09 -0.04 -0.02
N 2.681 0.259 0.699 0.04 0.19 0.32
C 3.796 -0.233 0.145 0.02 -0.04 -0.09
C 4.918 0.234 0.842 0.10 -0.05 -0.07
C 4.432 1.043 1.838 -0.07 0.02 -0.06
C 5.223 1.788 2.863 -0.07 0.00 -0.01
C 3.865 -1.120 -1.036 -0.10 0.04 0.13
C 5.079 -1.257 -1.710 0.07 -0.02 -0.05
C 5.209 -2.143 -2.767 -0.03 -0.03 -0.01
C 4.121 -2.901 -3.187 0.06 0.01 0.02
C 2.905 -2.756 -2.540 -0.03 -0.03 0.04
C 2.785 -1.874 -1.475 -0.02 0.01 0.09
C 0.049 3.941 -1.472 0.00 0.02 0.05
C -0.737 2.934 -2.022 -0.17 0.01 0.12
C -1.313 3.089 -3.277 -0.33 0.47 0.32
C -1.092 4.245 -4.014 -0.01 0.14 0.16
C -0.283 5.245 -3.485 0.00 -0.03 -0.01
C 0.280 5.094 -2.226 -0.05 0.04 -0.04
H 1.797 6.100 2.998 0.01 0.00 0.01
H 3.082 4.906 3.199 -0.02 -0.01 -0.01
H 1.524 4.654 3.978 -0.01 0.01 0.00
H 0.824 5.973 0.531 0.03 -0.06 0.01
H 2.831 2.578 3.333 0.02 -0.10 -0.01
H -0.112 0.092 6.250 0.02 0.02 -0.06
H 1.976 1.631 6.699 0.00 -0.01 0.01
H 2.202 2.888 5.476 -0.01 -0.01 0.01
H 3.225 1.457 5.462 -0.01 0.00 0.00
H -2.778 0.129 2.637 -0.04 0.04 0.02
H -4.896 -1.100 2.970 0.05 -0.02 0.07
H -5.029 -2.911 4.648 0.03 0.02 -0.01
H -3.025 -3.479 6.002 0.00 0.01 -0.02
H -0.926 -2.233 5.677 -0.04 0.00 -0.01
H 5.954 -0.013 0.671 -0.09 0.02 0.00
H 6.279 1.566 2.715 -0.01 0.01 0.02
H 4.950 1.493 3.877 0.00 0.00 -0.03
H 5.083 2.867 2.781 0.00 -0.03 -0.01
H 5.935 -0.668 -1.407 -0.04 -0.01 0.00
H 6.164 -2.240 -3.270 -0.02 0.01 0.00
H 4.222 -3.587 -4.018 -0.01 0.02 0.03
H 2.044 -3.331 -2.858 0.03 0.04 0.00
H 1.843 -1.794 -0.949 -0.02 -0.04 -0.04
H -0.901 2.028 -1.457 -0.10 0.15 0.08
H -1.942 2.300 -3.676 0.09 0.46 0.17
H -1.539 4.366 -4.994 0.00 -0.01 0.01
H -0.085 6.144 -4.056 -0.01 -0.02 0.01
H 0.925 5.870 -1.832 -0.02 -0.01 0.00
C -2.964 -3.235 -3.710 0.04 -0.05 0.20
Si -2.489 -1.673 -4.612 0.01 0.03 -0.11
C -1.162 -2.080 -5.865 0.08 0.06 -0.15
C -4.011 -1.068 -5.522 -0.13 0.06 -0.04
C -1.948 -0.282 -3.457 -0.01 -0.08 0.08
Te 0.167 -0.102 -3.091 -0.16 -0.32 -0.44
C 0.442 1.179 -4.779 0.18 -0.24 -0.20
Si 2.253 1.636 -4.944 0.03 0.05 -0.03
C 2.802 2.583 -3.434 0.01 0.09 0.12
C 2.486 2.695 -6.469 -0.01 0.08 -0.11
C 3.274 0.081 -5.095 0.06 -0.13 -0.01
H -3.309 -3.977 -4.437 0.03 0.04 0.06
H -3.778 -3.050 -3.002 0.05 -0.04 -0.01
H -2.129 -3.665 -3.149 -0.05 0.02 -0.02
H -0.189 -2.211 -5.384 -0.04 -0.03 -0.03
H -1.411 -3.004 -6.396 0.00 0.08 0.02
H -1.063 -1.283 -6.611 0.01 -0.08 0.06
H -4.406 -1.852 -6.176 0.01 0.08 0.03
H -3.789 -0.191 -6.139 -0.03 -0.08 0.05
H -4.802 -0.792 -4.815 0.05 -0.02 -0.08
H -2.425 -0.364 -2.476 -0.07 -0.01 -0.03
H -2.250 0.679 -3.883 -0.01 -0.40 0.07
H -0.181 2.063 -4.629 0.40 -0.38 -0.20
H 0.095 0.640 -5.666 0.06 -0.02 0.05
H 2.238 3.516 -3.333 0.06 -0.07 0.02
H 3.866 2.833 -3.506 -0.08 -0.02 0.03
H 2.651 2.001 -2.517 0.03 0.07 -0.05
H 1.889 3.611 -6.412 0.05 -0.07 -0.01
H 2.198 2.154 -7.376 0.02 0.06 0.06
H 3.538 2.982 -6.568 -0.09 0.00 -0.02
H 3.431 -0.378 -4.113 -0.02 0.02 -0.11
H 4.258 0.309 -5.518 -0.05 -0.04 0.06
H 2.792 -0.665 -5.737 0.05 0.06 0.04
S -2.897 1.686 0.570 -0.21 0.10 0.09
C -3.126 3.091 1.403 0.29 0.14 -0.15
N -3.020 4.322 0.875 -0.03 0.04 -0.02
C -2.955 5.449 1.793 0.02 -0.05 0.02
C -3.695 4.997 3.048 -0.02 -0.16 -0.04
S -3.448 3.195 3.124 0.01 -0.06 -0.02
H -2.644 4.391 -0.062 -0.02 -0.03 0.04
H -3.434 6.320 1.350 -0.01 0.05 -0.03
H -1.916 5.699 2.021 0.08 -0.06 -0.02
H -4.762 5.196 2.983 -0.02 0.05 0.00
H -3.291 5.452 3.948 -0.01 0.05 0.02
C -4.475 -1.383 0.168 -0.15 -0.02 0.03
Te -2.472 -2.119 0.323 -0.23 -0.21 -0.40
C -3.380 -3.786 1.313 0.01 -0.15 0.05
C -4.855 -3.718 1.006 0.07 0.01 0.00
C -5.697 -4.796 1.280 0.02 0.03 0.02
C -7.053 -4.719 1.010 -0.01 0.04 -0.03
C -7.586 -3.554 0.466 0.06 -0.02 0.02
C -6.755 -2.479 0.193 0.03 0.00 0.01
C -5.387 -2.554 0.453 0.04 0.06 -0.05
H -4.645 -0.967 -0.825 0.03 -0.03 0.00
H -4.617 -0.581 0.892 0.04 0.03 -0.05
H -3.196 -3.704 2.386 -0.02 0.00 -0.07
H -2.937 -4.716 0.957 0.01 0.05 -0.03
H -5.280 -5.702 1.707 -0.01 0.03 -0.02
H -7.696 -5.567 1.214 0.02 0.03 0.01
H -8.646 -3.490 0.251 0.03 0.01 0.01
H -7.167 -1.568 -0.229 0.02 -0.05 0.00
C 0.552 -4.062 0.120 0.04 0.09 -0.16
Si 0.895 -2.762 1.470 0.11 -0.16 0.01
C 0.064 -3.542 2.977 -0.23 0.13 0.09
C 2.713 -2.851 1.988 0.17 0.20 -0.01
C 3.097 -2.092 3.104 0.01 -0.02 -0.01
C 4.403 -2.100 3.575 -0.02 0.01 -0.06
C 5.368 -2.863 2.926 -0.07 -0.04 -0.06
C 5.015 -3.613 1.812 -0.03 0.05 0.04
C 3.700 -3.607 1.352 0.00 0.03 0.05
H -0.451 -4.473 0.285 0.08 0.00 -0.03
H 1.261 -4.896 0.173 -0.06 0.06 0.03
H 0.573 -3.661 -0.897 -0.01 -0.09 0.05
H 0.362 -4.594 3.032 0.03 0.05 -0.02
H -1.027 -3.493 2.912 0.12 -0.05 0.07
H 0.366 -3.054 3.907 -0.01 -0.07 -0.10
H 2.353 -1.482 3.618 0.08 -0.04 -0.06
H 4.674 -1.504 4.441 -0.03 -0.04 -0.03
H 6.389 -2.874 3.290 -0.02 0.01 -0.02
H 5.763 -4.205 1.296 -0.03 0.01 0.03
H 3.448 -4.201 0.478 0.02 0.05 0.02
```
Positions in Å, forces in eV/Å.



Here is 7 unconnected molecules or ions with the total composition C49H93FN5O21S from the OMol25 dataset. Energies are from ωB97M-V with the def2-TZVPD basis set.

The total charge is +1. The orbital gap is 7.695 eV. The LUMO energy comes out at -3.33 eV.

Structure (XYZ):
```
170
Properties=species:S:1:pos:R:3:forces:R:3
C 0.306 -6.151 -3.736 -3.02 6.13 -0.72
C -0.328 -4.993 -3.834 3.70 -5.04 0.24
C -0.876 -3.491 -4.036 0.45 -1.25 0.07
C -0.122 -2.391 -3.068 0.10 -1.44 -0.49
C -1.141 -1.895 -1.928 0.16 -0.60 -0.44
C -0.982 -0.369 -1.440 -3.43 0.96 -0.43
C -0.775 0.688 -2.662 1.11 -0.11 0.13
S -1.882 0.375 -4.134 0.40 0.36 0.28
C -3.343 1.529 -4.094 -1.54 0.48 0.63
C -3.674 2.219 -5.526 -0.54 -0.28 0.66
C -2.445 0.012 -0.786 0.00 -1.63 1.17
C -2.308 0.549 0.760 -2.68 -1.84 -1.06
O -2.078 -0.557 1.663 0.85 2.46 -0.53
C -1.322 -0.200 2.846 1.22 -1.70 0.59
C -1.619 -1.352 3.973 0.33 -0.07 1.64
C -2.270 -0.650 5.277 0.14 0.57 -0.24
O -2.475 -2.424 3.492 1.02 -0.19 0.57
C -3.844 1.047 1.114 -0.39 -0.34 1.13
C -3.956 1.873 2.490 0.79 0.45 -0.07
F -4.573 -0.220 1.351 1.20 2.23 -0.72
N -1.299 1.658 0.823 0.13 1.45 -3.81
C -1.922 2.753 -0.005 0.08 5.75 -3.58
C -2.203 3.775 -0.803 2.49 -4.90 4.84
C 0.004 1.251 0.171 -0.72 -1.29 -0.96
N 1.055 2.111 0.149 -1.18 -2.20 0.06
N 1.044 3.372 0.748 0.47 0.03 0.72
C 2.310 4.132 0.498 0.18 2.77 0.52
C 1.851 5.687 0.209 -0.57 0.03 -0.24
C 0.586 6.136 1.108 -0.04 0.24 0.14
N 0.027 -0.087 -0.399 1.70 3.10 1.73
C 1.335 -0.751 -0.505 2.23 -0.97 -0.75
C 1.413 -2.237 0.208 0.05 0.05 0.73
O 0.257 -2.382 1.116 0.70 -1.21 -2.73
C 2.742 -2.407 1.148 0.17 -0.84 1.05
N 2.291 -3.004 2.478 0.99 0.54 -0.71
H 0.917 -7.130 -3.719 -1.59 2.23 0.04
H -2.016 -3.521 -3.873 1.82 0.17 -0.21
H -0.680 -3.197 -5.130 -0.34 -0.62 1.64
H 0.276 -1.582 -3.778 -0.75 -0.97 1.27
H 0.804 -2.967 -2.649 -1.66 1.29 -0.58
H -1.124 -2.673 -1.057 0.01 1.79 -1.32
H -2.215 -1.986 -2.376 2.04 0.47 0.79
H 0.345 0.582 -2.981 -2.05 0.26 0.12
H -0.921 1.789 -2.365 0.13 -1.74 -0.01
H -4.272 0.883 -3.817 1.70 1.04 -0.39
H -3.232 2.306 -3.239 -0.02 -1.22 -1.52
H -3.230 3.278 -5.593 -0.45 -1.85 -0.12
H -4.833 2.323 -5.579 2.06 -0.13 0.04
H -3.352 1.515 -6.379 -0.36 1.36 1.29
H -3.073 -0.969 -0.685 1.16 1.82 -0.10
H -3.066 0.709 -1.454 1.22 -0.80 1.14
H -0.191 -0.322 2.569 -1.84 0.49 0.55
H -1.527 0.839 3.284 0.08 -1.56 -0.82
H -0.632 -1.862 4.336 -1.47 1.28 -0.92
H -1.578 0.217 5.601 -0.99 -1.32 -0.45
H -3.294 -0.169 5.024 1.64 -1.00 0.41
H -2.377 -1.350 6.187 0.11 0.94 -1.64
H -2.138 -3.289 3.861 -0.43 1.63 -0.55
H -4.375 1.524 0.211 0.98 -0.64 1.52
H -4.820 2.644 2.514 1.27 -1.66 -0.09
H -4.011 1.113 3.353 -0.18 1.23 -1.41
H -2.986 2.497 2.681 -1.68 -1.08 -0.52
H -2.206 4.844 -1.258 -0.40 -2.62 1.01
H 1.956 1.868 -0.327 -1.39 -0.08 0.46
H 0.831 3.287 1.770 0.31 0.00 -1.29
H 2.898 3.811 -0.435 -0.94 -0.02 1.59
H 2.963 4.199 1.462 -0.93 -0.60 -1.83
H 2.729 6.434 0.395 -1.49 -1.59 -0.42
H 1.503 5.768 -0.904 0.84 -0.12 1.96
H 0.676 5.814 2.218 0.00 0.53 -1.77
H 0.519 7.284 1.092 0.10 -1.74 0.07
H -0.416 5.722 0.711 1.75 0.54 0.59
H 1.625 -0.805 -1.638 -0.46 -0.19 1.99
H 2.235 -0.187 -0.014 -2.05 -0.56 -0.73
H 1.460 -3.089 -0.574 -0.36 1.55 1.13
H -0.097 -3.281 0.877 0.24 1.41 0.75
H 3.520 -3.147 0.715 -1.21 1.61 0.10
H 3.258 -1.416 1.420 -0.80 -1.34 -0.74
H 2.329 -4.034 2.436 0.24 0.94 0.32
H 2.861 -2.617 3.248 -0.37 -0.79 -0.74
C -0.567 -4.697 -7.927 -0.20 0.08 -0.27
C 0.879 -4.239 -7.932 -0.34 -0.10 0.51
O 1.463 -4.416 -9.228 0.15 0.49 -0.41
C 1.170 -3.460 -10.132 -0.14 -0.13 -0.03
O 0.481 -2.484 -9.939 0.47 -0.54 -0.08
O 1.763 -3.790 -11.295 -0.17 0.12 0.67
C 1.476 -2.892 -12.365 -0.03 0.28 -0.47
H -0.648 -5.721 -8.303 0.09 0.04 0.18
H -0.980 -4.655 -6.916 0.06 -0.08 -0.06
H -1.181 -4.070 -8.579 0.10 0.04 0.12
H 1.458 -4.855 -7.239 0.10 0.00 -0.33
H 0.975 -3.201 -7.598 -0.03 -0.04 -0.26
H 1.693 -1.858 -12.085 -0.16 -0.16 0.06
H 0.432 -2.997 -12.670 0.09 0.15 0.12
H 2.113 -3.161 -13.209 -0.01 -0.19 0.29
C 9.057 3.506 -2.634 -0.14 0.12 0.29
C 8.340 2.357 -3.318 0.52 0.54 -0.47
O 7.702 1.509 -2.352 -1.00 -0.10 0.38
C 6.522 1.949 -1.884 0.69 0.31 -0.39
O 5.961 2.971 -2.208 0.08 -0.72 0.32
O 6.077 1.061 -0.970 -0.11 0.11 -0.24
C 4.861 1.444 -0.341 -0.11 -0.02 0.29
H 9.741 3.131 -1.867 0.03 -0.03 -0.19
H 9.624 4.094 -3.358 -0.05 -0.10 0.04
H 8.348 4.169 -2.131 0.02 -0.04 -0.16
H 9.068 1.738 -3.848 -0.23 -0.18 0.26
H 7.621 2.715 -4.060 -0.07 -0.07 0.27
H 4.088 1.680 -1.078 0.16 0.13 -0.08
H 5.035 2.296 0.322 -0.11 0.03 -0.17
H 4.515 0.602 0.262 0.31 -0.06 -0.11
C -7.294 -1.834 4.296 -0.21 -0.08 0.26
C -6.512 -0.534 4.293 0.22 -0.58 -0.32
O -7.351 0.564 4.674 0.02 0.40 0.59
C -7.556 0.706 5.998 -0.13 -0.19 -0.06
O -7.094 0.006 6.870 -0.21 0.50 -0.52
O -8.384 1.752 6.182 0.48 -0.40 -0.21
C -8.743 1.973 7.545 -0.19 0.18 0.48
H -8.195 -1.742 3.682 0.18 0.02 -0.08
H -6.684 -2.654 3.912 -0.02 0.10 -0.01
H -7.624 -2.093 5.306 0.15 0.03 -0.07
H -6.158 -0.325 3.280 -0.20 0.22 0.16
H -5.628 -0.593 4.936 -0.24 0.06 0.12
H -7.858 2.047 8.181 -0.11 -0.18 -0.11
H -9.401 1.172 7.891 0.21 0.03 0.04
H -9.286 2.917 7.601 0.09 -0.13 -0.30
C 2.200 13.844 1.899 -0.14 -0.01 0.30
C 1.771 12.851 0.835 0.24 0.68 -0.17
O 1.491 11.571 1.419 -0.65 -0.41 0.14
C 0.283 11.450 2.001 0.17 0.39 0.01
O -0.568 12.308 2.061 0.49 -0.66 -0.06
O 0.194 10.212 2.524 0.09 0.33 -0.34
C -1.019 9.972 3.236 -0.40 -0.14 0.26
H 3.031 13.444 2.486 0.02 0.04 -0.18
H 2.508 14.788 1.444 -0.01 -0.10 0.00
H 1.385 14.048 2.599 0.01 0.02 -0.17
H 2.589 12.701 0.126 -0.13 -0.30 0.17
H 0.913 13.216 0.264 -0.02 -0.16 0.23
H -1.893 10.211 2.625 0.16 0.14 0.11
H -1.027 10.549 4.164 -0.11 0.03 -0.18
H -1.058 8.910 3.489 0.28 0.12 -0.13
C -3.903 -5.388 5.627 -0.06 -0.18 0.23
C -4.230 -5.684 4.176 -0.04 0.52 0.29
O -3.920 -7.045 3.855 -0.34 -0.43 -0.14
C -4.840 -7.955 4.234 -0.01 -0.03 0.19
O -5.882 -7.719 4.801 0.65 -0.12 -0.42
O -4.386 -9.175 3.892 -0.13 0.68 0.01
C -5.237 -10.244 4.301 -0.27 -0.48 0.10
H -2.868 -5.663 5.853 -0.03 0.10 -0.10
H -4.044 -4.327 5.847 0.00 -0.05 -0.05
H -4.539 -5.967 6.301 -0.02 0.12 -0.13
H -3.610 -5.058 3.528 -0.02 -0.34 -0.12
H -5.273 -5.454 3.942 0.09 -0.22 0.08
H -6.263 -10.089 3.958 0.14 0.10 0.16
H -5.205 -10.351 5.388 -0.15 0.09 -0.12
H -4.860 -11.165 3.852 0.17 0.30 -0.03
C 7.434 -7.120 -0.997 -0.02 0.22 -0.24
C 7.506 -6.691 0.456 -0.26 -0.63 -0.20
O 8.279 -5.492 0.593 -0.30 0.77 0.10
C 7.634 -4.348 0.301 0.24 -0.27 -0.11
O 6.479 -4.249 -0.050 0.55 0.04 0.28
O 8.504 -3.330 0.447 -0.44 -0.52 0.06
C 7.965 -2.056 0.099 -0.05 0.50 -0.12
H 8.437 -7.200 -1.425 -0.06 -0.11 0.14
H 6.929 -8.084 -1.092 0.06 0.06 0.05
H 6.889 -6.387 -1.598 -0.04 -0.09 0.13
H 8.015 -7.463 1.039 0.14 0.35 0.01
H 6.509 -6.565 0.890 0.14 0.20 -0.11
H 7.029 -1.863 0.630 0.05 -0.13 -0.16
H 7.815 -1.998 -0.982 -0.14 0.00 0.15
H 8.688 -1.292 0.391 0.06 -0.32 0.02
```
Positions in Å, forces in eV/Å.



Question: Among the records above, which one has the lowest orbital gap?
Answer: C57H74BN7S2Si3SnTe2



Question: The highest LUMO belongs to which entry?
Answer: C57H74BN7S2Si3SnTe2



Question: The lowest LUMO belongs to which entry?
Answer: C49H93FN5O21S



Question: Which of these has the lowest orbital gap?
Answer: C57H74BN7S2Si3SnTe2